{"formula": "C4H4O3", "method": "ωB97M-V/def2-TZVPD", "e_above_lowest_kcal_mol": 31.16, "e_lumo_ev": -0.43, "orbital_gap_ev": 9.396, "total_charge": 0, "energy_ha": -380.49737, "max_force_ev_per_a": 0.61, "smiles": "CC(=O)C(=O)C=O", "homo_energy_ha": -0.3611, "species": ["C", "C", "O", "C", "O", "C", "O", "H", "H", "H", "H"], "coordinates": [[0.5949, 1.2788, -0.9875], [0.2720, 0.6543, 0.3352], [0.0574, 1.2614, 1.3606], [0.2271, -0.8724, 0.4447], [1.2111, -1.5556, 0.2872], [-1.1124, -1.5203, 0.7891], [-2.0457, -1.3752, 0.0390], [1.3096, 0.6734, -1.5506], [0.9710, 2.2931, -0.8371], [-0.3360, 1.3286, -1.5667], [-1.1489, -2.1659, 1.6862]]}

---

{"formula": "C40H50FeN8O2Se", "method": "ωB97M-V/def2-TZVPD", "e_lumo_ev": [-7.40, -10.31], "orbital_gap_ev": [8.084, 5.170], "total_charge": 3, "energy_ha": -5807.06449, "max_force_ev_per_a": 0.86, "multiplicity": 2, "homo_energy_ha": [-0.5689, -0.5689], "species": ["Fe", "N", "C", "C", "C", "C", "C", "N", "C", "C", "C", "C", "C", "N", "H", "H", "H", "H", "H", "H", "H", "H", "H", "C", "C", "C", "C", "N", "C", "Se", "N", "C", "C", "C", "C", "C", "C", "C", "C", "C", "C", "H", "H", "H", "H", "H", "H", "H", "H", "H", "H", "H", "H", "H", "H", "H", "H", "H", "H", "H", "H", "H", "H", "N", "C", "C", "C", "C", "C", "C", "C", "N", "C", "C", "N", "C", "H", "H", "H", "H", "H", "H", "H", "C", "O", "H", "H", "H", "H", "C", "C", "C", "O", "C", "H", "H", "H", "H", "H", "H", "H", "H"], "coordinates": [[-0.9348, 0.1627, 0.6952], [-3.0469, -1.1235, 2.7445], [-1.9702, -0.5276, 3.3720], [-1.9254, -0.6365, 4.7695], [-0.8803, -0.0799, 5.4628], [0.1216, 0.5812, 4.7511], [0.0066, 0.6527, 3.3898], [-1.0241, 0.1244, 2.6867], [-3.3437, -1.3711, 1.4219], [-4.5187, -2.0829, 1.1346], [-4.8449, -2.3447, -0.1711], [-3.9998, -1.8955, -1.1911], [-2.8766, -1.2070, -0.8277], [-2.5396, -0.9427, 0.4557], [-3.7175, -1.5159, 3.3873], [-2.7136, -1.1680, 5.2868], [-0.8338, -0.1628, 6.5403], [0.9707, 1.0275, 5.2475], [0.7591, 1.1490, 2.8016], [-5.1542, -2.4162, 1.9447], [-5.7479, -2.8922, -0.4056], [-4.2176, -2.0806, -2.2324], [-2.1811, -0.8426, -1.5781], [4.0886, 1.9485, -5.2324], [4.2182, 1.5510, -3.7667], [2.8892, 1.5102, -3.0162], [1.9172, 0.4270, -3.4796], [2.4835, -0.9243, -3.3616], [2.7986, -1.5411, -2.1889], [2.3105, -1.0036, -0.5082], [3.4897, -2.6771, -2.4763], [4.0912, -3.5825, -1.4803], [5.3874, -3.0152, -0.9091], [6.5547, -3.0012, -1.8940], [7.0874, -4.3909, -2.2244], [3.6016, -2.7980, -3.8325], [4.2013, -3.7823, -4.6284], [4.1285, -3.6000, -5.9837], [3.4734, -2.4787, -6.5562], [2.8843, -1.5090, -5.7874], [2.9613, -1.6779, -4.4001], [5.0701, 2.0933, -5.6805], [3.5393, 2.8860, -5.3354], [3.5757, 1.1932, -5.8290], [4.8639, 2.2694, -3.2593], [4.7289, 0.5855, -3.6736], [2.3737, 2.4679, -3.1332], [3.0670, 1.3782, -1.9459], [1.6513, 0.5602, -4.5261], [0.9977, 0.4537, -2.8944], [4.2627, -4.5289, -1.9895], [3.3478, -3.7534, -0.7040], [5.6493, -3.6216, -0.0384], [5.1885, -2.0070, -0.5359], [7.3590, -2.4074, -1.4577], [6.2664, -2.4720, -2.8099], [7.3595, -4.9275, -1.3143], [7.9784, -4.3269, -2.8466], [6.3648, -5.0085, -2.7625], [4.7018, -4.6388, -4.2019], [4.5783, -4.3298, -6.6428], [3.4376, -2.3950, -7.6338], [2.3834, -0.6658, -6.2391], [-6.8307, 7.8589, 4.7996], [-6.2801, 7.0838, 4.1570], [-5.5910, 6.1127, 3.3524], [-5.1449, 4.9274, 3.9327], [-4.4898, 3.9857, 3.1599], [-4.2719, 4.2459, 1.8156], [-4.7062, 5.4226, 1.2266], [-5.3744, 6.3570, 1.9985], [-3.5755, 3.2770, 1.0136], [-3.8261, 2.9781, -0.3046], [-2.9253, 2.0281, -0.6601], [-2.1118, 1.7454, 0.4218], [-2.5476, 2.5167, 1.4141], [-5.3276, 4.7442, 4.9822], [-4.1801, 3.0469, 3.6010], [-4.5072, 5.6290, 0.1834], [-5.7183, 7.2823, 1.5581], [-4.6196, 3.4480, -0.8583], [-2.7980, 1.5624, -1.6216], [-2.1218, 2.5769, 2.4014], [1.7374, 2.3263, 0.9910], [0.5201, 1.7178, 0.5024], [1.5435, 2.9191, 1.8845], [2.1632, 2.9601, 0.2159], [2.4390, 1.5282, 1.2197], [-0.1059, 2.4251, 0.3002], [-0.6937, -4.2466, 1.4712], [0.4696, -3.9501, 2.4182], [0.7093, -2.4504, 2.2385], [-0.0102, -2.0497, 1.0305], [-0.4354, -3.2592, 0.3564], [-1.6580, -4.0436, 1.9420], [-0.6986, -5.2763, 1.1197], [1.3501, -4.5199, 2.1225], [0.2496, -4.2015, 3.4532], [1.7656, -2.2095, 2.1121], [0.3161, -1.8699, 3.0684], [0.3737, -3.6045, -0.2968], [-1.3017, -3.0256, -0.2539]]}

---

{"formula": "C34H35ClF2N5PS2Zr", "method": "ωB97M-V/def2-TZVPD", "e_above_lowest_kcal_mol": 0.55, "e_lumo_ev": -5.89, "orbital_gap_ev": 7.916, "total_charge": 2, "energy_ha": -3434.86246, "max_force_ev_per_a": 0.23, "homo_energy_ha": -0.5075, "species": ["Zr", "N", "C", "C", "C", "N", "H", "H", "H", "H", "H", "H", "H", "H", "H", "H", "F", "C", "C", "C", "C", "C", "F", "C", "C", "C", "C", "C", "C", "N", "H", "H", "H", "H", "H", "H", "Cl", "C", "C", "C", "C", "N", "C", "H", "H", "H", "H", "C", "C", "C", "N", "H", "H", "H", "H", "H", "S", "P", "S", "C", "C", "C", "C", "C", "C", "C", "C", "C", "C", "C", "C", "H", "H", "H", "H", "H", "H", "H", "H", "H", "H"], "coordinates": [[-0.3912, -0.0672, 0.1032], [0.7679, -2.0965, -0.5288], [1.5263, -2.1551, -1.8109], [0.6039, -2.1199, -3.0155], [-0.1548, -0.8161, -3.1931], [-1.1428, -0.6128, -2.0982], [1.4323, -2.2390, 0.2289], [0.1481, -2.9021, -0.4940], [2.1240, -3.0674, -1.8336], [2.2128, -1.3091, -1.8292], [-0.1030, -2.9571, -2.9801], [1.2095, -2.2806, -3.9084], [-0.6730, -0.8239, -4.1527], [0.5318, 0.0329, -3.1963], [-1.7119, -1.4509, -1.9937], [-1.7976, 0.1142, -2.3777], [5.0648, -0.6153, 1.3070], [4.1573, 0.0500, 0.5908], [2.8190, -0.2686, 0.7416], [1.8443, 0.4124, 0.0174], [2.2477, 1.4525, -0.8503], [3.6163, 1.7099, -0.9872], [4.0515, 2.6535, -1.8336], [4.5870, 1.0287, -0.2843], [1.1886, 2.2329, -1.5183], [1.4080, 3.3557, -2.3191], [0.3382, 4.0281, -2.8758], [-0.9524, 3.5749, -2.6382], [-1.1034, 2.4636, -1.8453], [-0.0729, 1.7992, -1.2885], [2.5787, -1.0467, 1.4605], [5.6334, 1.2628, -0.4173], [2.4100, 3.7017, -2.5007], [0.5124, 4.9005, -3.4913], [-1.8192, 4.0704, -3.0501], [-2.0940, 2.0903, -1.6129], [-1.2102, 5.6880, 1.7847], [-0.2994, 4.2651, 2.1082], [0.7074, 4.2520, 3.0581], [1.3926, 3.0653, 3.2452], [1.0567, 1.9593, 2.4851], [0.0791, 1.9667, 1.5696], [-0.5859, 3.1141, 1.3968], [0.9464, 5.1432, 3.6222], [2.1961, 2.9955, 3.9648], [1.6069, 1.0384, 2.5971], [-1.3801, 3.1489, 0.6656], [-0.1362, -0.2142, 5.6664], [-0.3788, -1.4343, 4.7718], [-0.1804, -1.1244, 3.3656], [-0.0311, -0.8862, 2.2533], [-0.3396, -0.4868, 6.6994], [-0.7988, 0.6044, 5.3894], [0.8967, 0.1243, 5.6000], [-1.4046, -1.8033, 4.8648], [0.2941, -2.2582, 5.0190], [-2.1002, -2.2387, 0.4076], [-3.4645, -0.9469, 1.1063], [-2.7537, 0.9206, 0.7479], [-5.0775, -1.1804, 0.3670], [-5.3873, -2.3568, -0.3085], [-6.6687, -2.5413, -0.8079], [-7.6288, -1.5559, -0.6329], [-7.3169, -0.3805, 0.0415], [-6.0429, -0.1890, 0.5445], [-3.6569, -1.1582, 2.8914], [-3.8784, -2.4507, 3.3699], [-4.1037, -2.6570, 4.7214], [-4.1124, -1.5770, 5.5979], [-3.8911, -0.2918, 5.1225], [-3.6622, -0.0779, 3.7691], [-4.6346, -3.1228, -0.4455], [-6.9163, -3.4536, -1.3331], [-8.6264, -1.7020, -1.0247], [-8.0692, 0.3850, 0.1742], [-5.8026, 0.7281, 1.0704], [-3.8784, -3.2930, 2.6878], [-4.2830, -3.6578, 5.0907], [-4.2996, -1.7397, 6.6510], [-3.9105, 0.5486, 5.8039], [-3.4970, 0.9261, 3.3994]]}

---

{"formula": "C5H6O2", "method": "ωB97M-V/def2-TZVPD", "e_above_lowest_kcal_mol": 107.23, "e_lumo_ev": -0.57, "orbital_gap_ev": 8.573, "total_charge": 0, "energy_ha": -344.43102, "max_force_ev_per_a": 0.33, "homo_energy_ha": -0.3360, "species": ["O", "C", "C", "C", "C", "C", "O", "H", "H", "H", "H", "H", "H"], "coordinates": [[2.2085, -1.2030, -0.3303], [1.2354, -0.6099, -0.7327], [0.2356, 0.7119, 0.5043], [-0.5132, -0.2817, 1.1935], [-0.1985, -1.0007, -0.2088], [-0.3999, 1.7785, -0.2457], [-0.7676, 2.7679, 0.3563], [1.2511, 0.0147, -1.6472], [-1.5844, -0.1540, 1.3675], [0.0018, -0.8337, 1.9802], [-1.0031, -0.8644, -0.9329], [-0.0628, -2.0501, 0.0543], [-0.4029, 1.7246, -1.3584]]}

---

{"formula": "C6H7ClN6O", "method": "ωB97M-V/def2-TZVPD", "e_above_lowest_kcal_mol": 23.46, "e_lumo_ev": 0.51, "orbital_gap_ev": 8.637, "total_charge": 0, "energy_ha": -1096.82360, "max_force_ev_per_a": 5.17, "smiles": "N/C(Cl)=N/C(=O)c1ncc(N)nc1N", "homo_energy_ha": -0.2988, "species": ["N", "C", "Cl", "N", "C", "O", "C", "N", "C", "C", "N", "N", "C", "N", "H", "H", "H", "H", "H", "H", "H"], "coordinates": [[4.3640, -1.3347, -0.0250], [3.6346, -0.2157, -0.0604], [4.5252, 1.0472, 0.6537], [2.4791, -0.0670, -0.5511], [1.8464, 1.1571, -0.5730], [2.3341, 2.2001, -0.9338], [0.3975, 1.0538, -0.2501], [-0.1884, 2.3079, -0.2852], [-1.4520, 2.4339, -0.1092], [-2.2916, 1.2905, 0.2181], [-3.6115, 1.4494, 0.5995], [-1.7050, 0.1299, 0.1643], [-0.3911, -0.0731, -0.1361], [-0.0363, -1.3709, -0.3384], [5.0675, -1.5861, 0.5740], [4.0066, -2.2062, -0.4985], [-1.9734, 3.4809, -0.1765], [-3.9595, 2.3831, 0.3799], [-4.0659, 0.6452, 0.2574], [-0.6582, -2.1593, -0.1019], [0.8345, -1.5160, -0.8539]]}

---

{"formula": "C3H7O2S", "method": "ωB97M-V/def2-TZVPD", "e_above_lowest_kcal_mol": 16.05, "e_lumo_ev": 3.54, "orbital_gap_ev": 7.700, "total_charge": -1, "energy_ha": -667.21771, "max_force_ev_per_a": 1.60, "homo_energy_ha": -0.1527, "species": ["C", "S", "C", "H", "H", "H", "H", "H", "H", "O", "C", "O", "H"], "coordinates": [[0.9665, 0.0011, 1.7990], [1.0326, 1.5095, 0.7186], [-0.1728, 1.2400, -0.6057], [1.5301, -0.7783, 1.2853], [-0.0397, -0.3980, 1.8470], [1.5079, 0.1808, 2.7264], [0.1918, 0.5476, -1.3515], [-1.1355, 0.8787, -0.2658], [-0.3010, 2.2413, -1.0242], [-0.1837, -1.7082, -0.1648], [-0.9854, -1.8067, -1.1147], [-1.8468, -1.0061, -1.5316], [-0.8716, -2.7240, -1.7482]]}